The following is a DFT calculation (ωB97M-V/def2-TZVPD) of 7 unconnected molecules or ions with the total composition C26H60F9NO6P.

Calculated values
largest force on an atom	2.26	eV/A
gap between HOMO and LUMO	9.6328	eV
charge	+1
LUMO level	-2.2	eV

```
103
C26H60F9NO6P ωB97M-V/def2-TZVPD
P 0.883 -0.697 2.428
F -1.737 -1.606 4.473
F -3.553 -3.395 2.601
F 0.176 -5.126 3.615
F 0.675 -3.171 4.361
F -4.773 -3.197 4.320
F -2.260 -5.068 4.294
F -4.009 -1.458 3.378
F -2.954 -2.605 5.894
F -1.136 -4.156 5.851
O 6.536 2.058 -3.629
O -2.782 -7.365 2.616
O -3.167 -6.427 7.618
O 0.114 -0.559 -4.196
O 7.033 -1.250 -3.763
O -5.583 0.298 -3.441
N 1.062 -1.825 0.972
C -3.557 2.204 -2.614
C 2.533 -0.045 2.973
C -3.734 -2.704 3.723
C -2.757 4.356 -3.769
C -0.277 -3.842 3.735
C 4.681 -0.634 -0.083
C -2.482 -2.690 4.649
C -1.463 7.603 -2.512
C -3.311 3.726 -2.477
C 0.688 -3.221 1.414
C 2.396 0.564 4.401
C 5.442 -1.888 0.420
C -0.202 8.502 -2.503
C -0.029 0.842 1.910
C -2.281 1.367 -2.315
C 3.129 -0.778 -0.155
C -2.885 5.911 -3.743
C -1.784 -1.024 -1.602
C -1.495 6.642 -3.712
C -1.579 -3.969 4.598
C 0.357 -1.387 -0.273
C -1.150 -1.693 -0.348
C 2.540 -1.970 0.599
C 5.203 -0.219 -1.489
C -0.560 -3.383 2.301
C -2.462 0.317 -1.178
H 5.201 0.869 -1.616
H -1.991 0.845 -3.231
H 0.052 1.507 2.775
H 4.890 0.225 0.562
H 2.690 0.147 0.247
H 6.688 -2.112 -4.024
H -1.267 -2.558 2.244
H -3.317 4.002 -4.642
H -0.402 9.375 -1.870
H 7.659 -1.028 -4.464
H -1.387 7.252 -4.617
H -3.525 0.153 -0.979
H 0.537 -3.797 0.496
H -2.232 -6.195 7.626
H 0.481 -0.329 -0.513
H -1.433 7.007 -1.589
H -0.976 -0.856 -2.321
H -6.418 0.764 -3.567
H 0.387 1.305 1.011
H -1.291 -2.781 -0.361
H -2.203 -7.993 3.064
H -2.719 -6.563 3.145
H 0.740 -0.339 -4.897
H 1.520 -3.718 1.920
H 6.460 -1.821 0.031
H -3.442 6.259 -4.618
H -1.644 -1.259 0.530
H -3.892 1.982 -3.626
H 3.380 0.974 4.642
H 0.026 8.881 -3.504
H 0.658 7.968 -2.088
H -5.792 -0.379 -2.787
H 2.554 -2.829 -0.087
H 7.437 2.084 -3.288
H -2.583 -1.648 -2.009
H 3.312 -0.808 3.045
H 3.113 -2.299 1.466
H 2.870 0.765 2.313
H -1.081 0.574 1.801
H -4.358 1.926 -1.926
H -1.701 4.088 -3.893
H 4.979 -2.841 0.154
H -0.236 -1.421 -4.449
H 2.838 -0.782 -1.209
H 6.234 -0.541 -1.637
H 0.820 -1.935 -1.105
H -1.125 -4.222 1.867
H -3.522 -5.958 6.855
H -4.278 4.208 -2.281
H -2.647 3.954 -1.632
H 4.612 -0.647 -2.307
H 1.611 1.317 4.471
H 5.558 -1.799 1.508
H -3.422 6.229 -2.843
H -2.019 0.713 -0.255
H -0.687 5.906 -3.683
H 2.234 -0.252 5.112
H -1.450 2.035 -2.052
H 6.368 1.119 -3.779
H -2.354 8.237 -2.478
```